Molecular formula: C3H4O2
Method: DFT, ωB97M-V/def2-TZVPD

Values from the calculation:
* frontier orbital gap: 11.64 eV
* molecular weight: 72.1 g mol⁻¹
* LUMO: 1.139 eV
* charge: 0
* HOMO level: -10.497 eV
* energy relative to the best compared isomer or geometry (same formula, charge and spin): 514.40 kJ/mol
* structure (SMILES): C=CC1OO1
* strongest force on any atom: 6.9 eV Å⁻¹
* energy: -266.99686 Eh

Atoms and positions in Å:
H1 -1.29270 1.02614 0.50694
H2 -0.70223 1.46286 -1.77798
C1 -0.22912 0.71466 -1.19001
H3 0.94851 -0.01346 1.67356
O1 -0.07441 -1.72086 1.17215
C2 0.41646 -0.46316 0.91441
H4 0.43656 -0.15996 -1.57477
O2 0.95185 -1.43388 0.24405
C3 -0.45492 0.58766 0.03166

Results of the Mulliken charge analysis, in e, for atoms 1 through 6: atom 1 (H): 0.325, atom 2 (H): 0.299, atom 3 (C): -0.516, atom 4 (H): 0.387, atom 5 (O): -0.282, atom 6 (C): 0.259